No. 1
DFT (wB97M-V/def2-TZVPD) results for a cluster of 8 separate species, C20H40Cl12O2 in total.

Each line ends with the Mulliken charge.
Element x y z (Å)
C1 4.33866 1.90227 2.80473  -0.555
C2 4.58513 1.42023 1.37034  -0.445
C3 3.25501 0.76464 0.96674  -0.281
O1 2.32477 0.80121 2.11248  -0.265
C4 2.77652 1.86710 2.93364  -0.526
H1 4.65147 2.93558 3.03119  0.290
H2 4.67307 1.28401 3.67283  0.272
H3 5.41865 0.67320 1.39028  0.164
H4 4.92931 2.13425 0.59754  0.345
H5 3.33955 -0.27290 0.73110  0.288
H6 2.74356 1.26365 0.12728  0.109
H7 2.37806 1.69861 3.97150  0.310
H8 2.34062 2.80885 2.53678  0.245
C5 -2.13733 -4.40913 3.54895  -0.670
C6 -0.90894 -4.08884 4.44708  -0.569
C7 -1.26352 -2.72536 4.94713  -0.133
O2 -2.64000 -2.61293 4.82124  -0.411
C8 -3.00573 -3.15055 3.58594  0.132
H9 -2.68319 -5.25337 3.94430  0.263
H10 -1.86250 -4.61666 2.53928  0.353
H11 -0.01530 -4.17378 3.84098  0.310
H12 -0.89111 -4.69791 5.29228  0.258
H13 -0.79950 -1.96148 4.30253  -0.037
H14 -1.02387 -2.56638 6.00010  0.401
H15 -2.63968 -2.50004 2.71978  -0.206
H16 -4.05665 -3.51330 3.48763  0.356
Cl1 0.54900 -2.32547 -7.45040  -0.214
C9 0.88007 -2.61150 -5.70597  -0.168
C10 0.21365 -1.60417 -4.78831  -0.293
Cl2 0.83299 -1.93249 -3.15554  -0.151
H17 1.99069 -2.47077 -5.52634  0.036
H18 0.66892 -3.64144 -5.43013  0.343
H19 -0.86992 -1.88464 -4.76811  0.271
H20 0.22621 -0.53992 -5.07752  0.170
Cl3 -0.38748 2.45547 -4.86645  -0.190
C11 -1.84073 3.44567 -4.50829  0.171
C12 -2.68603 3.66071 -5.74579  -0.422
Cl4 -3.56905 2.18817 -6.31793  -0.191
H21 -1.51041 4.43532 -4.16704  0.326
H22 -2.30411 2.92430 -3.72806  -0.329
H23 -2.09581 4.07085 -6.59225  0.347
H24 -3.44554 4.41506 -5.50468  0.295
Cl5 -1.57444 3.00211 2.83061  -0.112
C13 -2.52394 2.39864 4.25708  -0.574
C14 -2.88645 0.92934 4.12112  -0.271
Cl6 -4.18771 0.51967 2.99583  -0.179
H25 -3.42216 2.94956 4.50402  0.376
H26 -1.85769 2.52758 5.10024  0.342
H27 -3.25225 0.56759 5.13190  0.423
H28 -1.96759 0.35134 3.89127  0.010
Cl7 -4.50479 3.02093 -1.88178  -0.195
C15 -3.60845 2.17374 -0.60554  0.073
C16 -3.74279 0.67734 -0.88392  -0.410
Cl8 -2.97093 0.04490 -2.44157  -0.139
H29 -4.16524 2.40764 0.27628  0.312
H30 -2.57535 2.42545 -0.58174  -0.067
H31 -4.88234 0.53080 -0.95708  0.428
H32 -3.52673 -0.02730 -0.07122  0.026
Cl9 6.16996 -3.40029 -1.92547  -0.218
C17 5.31715 -1.78953 -2.16579  -0.314
C18 5.42245 -1.42885 -3.66943  -0.410
Cl10 4.58349 0.12941 -3.81478  -0.186
H33 5.88627 -1.07948 -1.56200  0.279
H34 4.28269 -1.89558 -1.88220  0.208
H35 4.93483 -2.11619 -4.37615  0.308
H36 6.49731 -1.25708 -3.89976  0.332
Cl11 -0.98890 -1.37061 0.73127  -0.220
C19 -0.51627 0.35382 0.78437  0.406
C20 0.06871 0.83637 -0.52376  0.141
Cl12 0.17692 2.60487 -0.39247  -0.197
H37 0.28740 0.44370 1.57535  0.078
H38 -1.34240 0.97265 1.09541  -0.340
H39 -0.65983 0.52542 -1.34677  -0.145
H40 1.04953 0.37594 -0.70414  0.234

Computed properties:
energy above the lowest of the compared OMol25 structures with the same formula, charge and spin	0.0707	eV
gap between HOMO and LUMO	10.21	eV
HOMO energy	-9.74	eV
SMILES	C1CCOC1.C1CCOC1.ClCCCl.ClCCCl.ClCCCl.ClCCCl.ClCCCl.ClCCCl
total charge	0
E_tot	-6458.775773	hartree
largest force on an atom	2.90	eV Å⁻¹


No. 2
DFT (wB97M-V/def2-TZVPD) results for a structure of composition C27H30BCl2CuN3O3Si2.

Each line ends with the Mulliken charge.
Element x y z (Å)
Cu1 0.01650 -0.01958 0.29019  -0.401
Cl1 -1.81034 4.34344 -1.92460  -0.276
C1 -2.54632 3.30985 -0.72523  0.181
C2 -3.80320 3.64821 -0.22792  -0.541
C3 -4.42214 2.88026 0.72327  0.677
Cl2 -6.00375 3.36918 1.32836  -0.340
C4 -3.79863 1.71513 1.22264  0.449
C5 -4.34732 0.86120 2.20255  -0.998
C6 -3.64706 -0.23348 2.61020  -1.358
C7 -2.39238 -0.50299 2.04091  -0.420
N1 -1.86461 0.25270 1.11519  1.548
C8 -2.52411 1.36636 0.70733  -0.231
C9 -1.81914 2.17547 -0.29027  0.153
O1 -0.67406 1.85197 -0.67377  -0.771
H1 -4.29604 4.53641 -0.60033  0.430
H2 -5.31984 1.08722 2.61804  0.370
H3 -4.04497 -0.89817 3.36559  0.416
H4 -1.80286 -1.36058 2.34604  0.853
C10 3.27152 2.16503 -2.00998  -1.271
Si1 2.88037 1.25126 -0.40766  0.306
C11 2.22631 2.53838 0.79512  -0.881
C12 4.55177 0.73903 0.32934  -1.179
N2 1.75051 0.01704 -0.65678  1.198
C13 1.91910 -1.06658 -1.49911  0.310
C14 3.14694 -1.38667 -2.10061  -0.138
C15 3.31341 -2.44348 -2.99968  -0.896
C16 2.21988 -3.23074 -3.30181  -0.786
C17 0.98772 -2.95421 -2.69857  -0.351
C18 0.77662 -1.90398 -1.78540  0.519
N3 -0.42955 -1.62148 -1.15202  0.305
Si2 -1.90208 -2.41818 -1.29179  -0.373
C19 -2.30561 -3.52877 -2.78576  -1.442
C20 -2.22860 -3.58821 0.17046  -1.019
C21 -3.36519 -1.22334 -1.33126  -0.535
H5 4.01750 2.95609 -1.85973  0.320
H6 2.34694 2.62093 -2.38303  0.280
H7 3.64112 1.47861 -2.77898  0.361
H8 2.82624 3.45483 0.74001  0.446
H9 2.26285 2.17432 1.82908  0.165
H10 1.18666 2.77750 0.54963  0.016
H11 5.08939 1.62067 0.70072  0.325
H12 5.20077 0.22183 -0.38436  0.393
H13 4.37300 0.06313 1.17334  0.171
H14 4.00846 -0.77444 -1.85321  0.010
H15 4.28538 -2.63846 -3.44294  0.345
H16 2.30779 -4.06141 -3.99594  0.341
H17 0.15032 -3.58687 -2.94793  0.155
H18 -1.76154 -4.47874 -2.75730  0.357
H19 -2.08486 -3.03953 -3.74077  0.323
H20 -3.37990 -3.75326 -2.75927  0.383
H21 -1.31858 -4.14607 0.41367  0.260
H22 -3.02928 -4.30385 -0.05380  0.384
H23 -2.52339 -3.02508 1.06318  0.303
H24 -3.53863 -0.86128 -2.35039  0.383
H25 -3.19843 -0.34761 -0.69613  -0.157
H26 -4.27973 -1.72579 -0.98803  0.267
O2 2.18979 -0.67191 2.52858  -0.232
B1 0.89220 -0.16893 2.18724  -0.494
O3 0.34770 0.34750 3.42370  -0.473
C22 1.28247 0.17723 4.39582  0.425
C23 1.22908 0.52806 5.72592  -1.036
C24 2.35077 0.23714 6.51370  -0.473
C25 3.46905 -0.37886 5.96585  -0.478
C26 3.51026 -0.72935 4.61066  -1.133
C27 2.40106 -0.44066 3.84884  0.926
H27 0.35225 1.01242 6.13779  0.463
H28 2.34653 0.50049 7.56524  0.352
H29 4.32598 -0.58801 6.59562  0.354
H30 4.37734 -1.20501 4.16978  0.458

Computed properties:
⟨S²⟩	0.76
gap between HOMO and LUMO (alpha / beta)	4.39 / 4.52	eV
HOMO energy (alpha / beta)	-0.23 / -0.36	eV
total charge	-2
E_tot	-4601.809744	hartree
largest force on an atom	0.94	eV Å⁻¹
spin multiplicity	2


No. 3
DFT (wB97M-V/def2-TZVPD) results for a cluster of 10 separate species, H20O10 in total.

Each line ends with the Mulliken charge.
Element x y z (Å)
O1 -3.16430 1.19997 1.06240  -0.580
H1 -2.74730 1.68097 1.84140  0.278
H2 -3.04030 0.23997 1.27640  0.363
O2 3.89570 0.07397 -1.02260  -0.633
H3 3.35570 -0.73703 -1.06260  0.408
H4 3.56870 0.57497 -0.39460  0.318
O3 -0.14530 0.54597 -3.53160  -0.618
H5 -0.60330 1.02597 -4.21860  0.323
H6 -0.95030 0.19697 -2.98860  0.381
O4 2.77370 0.49097 1.68640  -0.516
H7 2.46470 1.28197 2.14140  0.293
H8 3.52970 0.19297 1.98540  0.234
O5 -2.82330 -1.56903 1.51440  -0.689
H9 -3.09730 -1.90003 2.47240  0.308
H10 -1.95430 -2.12603 1.24240  0.345
O6 -0.77730 2.73997 -0.67260  -0.635
H11 -0.76430 1.75197 -0.67260  0.342
H12 -1.70330 2.96497 -0.69560  0.298
O7 0.13870 -0.04803 0.33040  -0.414
H13 -0.57630 -0.21703 -0.29560  0.254
H14 0.78870 -0.56303 0.04140  0.214
O8 -1.67630 -0.49403 -1.53360  -0.793
H15 -2.31730 -0.55103 -0.90960  0.229
H16 -1.24230 -1.39503 -1.69060  0.339
O9 -0.37030 0.52197 3.06940  -0.565
H17 -0.19930 0.33697 2.29640  0.271
H18 -0.78230 1.50897 3.02040  0.321
O10 2.69670 -2.42403 -1.22060  -0.737
H19 1.99170 -2.58503 -1.85260  0.311
H20 3.73070 -2.72003 -1.21860  0.350

Computed properties:
energy above the lowest of the compared OMol25 structures with the same formula, charge and spin	6.2306	eV
gap between HOMO and LUMO	10.02	eV
HOMO energy	-10.47	eV
SMILES	O.O.O.O.O.O.O.O.O.O
total charge	0
E_tot	-764.252950	hartree
largest force on an atom	15.24	eV Å⁻¹


No. 4
DFT (wB97M-V/def2-TZVPD) results for a structure of composition C15H8Cl3F3IrN2O6S.

Each line ends with the Mulliken charge.
Element x y z (Å)
Ir1 0.35707 0.41533 1.12129  1.009
O1 -1.89005 4.22515 0.89515  -0.429
C1 -1.34767 3.05018 1.11080  0.440
O2 -0.32037 2.66340 0.59337  -0.559
C2 -2.08691 2.20439 2.09402  0.457
C3 -3.22286 2.61699 2.77396  -0.555
C4 -3.77319 1.75309 3.70615  -0.607
C5 -3.16646 0.52721 3.93861  -0.717
C6 -2.03461 0.19284 3.21023  1.009
N1 -1.52450 1.01677 2.29403  -0.259
C7 -1.20462 -1.04893 3.39680  0.362
O3 -1.73713 -2.11713 3.95208  -0.400
O4 -0.05617 -1.04813 3.02726  -0.561
H1 -1.36875 4.73653 0.25847  0.411
H2 -3.64051 3.59327 2.57535  0.522
H3 -4.65597 2.03955 4.26084  0.463
H4 -3.56146 -0.13404 4.69882  0.296
H5 -2.67264 -2.03285 4.16816  0.303
F1 4.55102 0.47669 -1.93484  -0.230
C8 4.33347 -0.83927 -2.07495  0.501
F2 5.10303 -1.28207 -3.07930  -0.277
F3 4.71465 -1.47192 -0.96850  -0.196
C9 2.84292 -1.04851 -2.37941  1.505
C10 2.56081 -0.76862 -3.82108  -1.046
C11 1.39893 -0.39519 -4.34668  -0.445
C12 0.15189 -0.01036 -3.69032  -0.417
N2 -0.10812 0.42290 -2.52694  -0.429
C13 1.81561 -0.53040 -1.32500  0.935
S1 2.48788 -0.09307 0.34563  -0.298
H6 3.36962 -1.03758 -4.48737  0.470
H7 1.34348 -0.36415 -5.42853  0.404
H8 -0.73216 -0.01910 -4.31986  0.452
Cl1 0.68030 -4.10157 0.14327  -0.107
C14 0.23934 -2.71860 -0.88895  0.813
Cl2 -0.87139 -1.65309 0.01715  -0.183
Cl3 -0.69696 -3.38583 -2.30661  -0.119
C15 1.38205 -1.95622 -1.32948  -0.852
O5 2.41426 -2.42099 -2.08156  -0.427
O6 0.92617 0.54333 -1.59205  -0.241

Computed properties:
⟨S²⟩	6.02
energy above the lowest of the compared OMol25 structures with the same formula, charge and spin	5.0558	eV
gap between HOMO and LUMO (alpha / beta)	6.03 / 7.15	eV
HOMO energy (alpha / beta)	-10.42 / -11.66	eV
total charge	+1
E_tot	-3319.637717	hartree
largest force on an atom	1.21	eV Å⁻¹
spin multiplicity	5


- The lowest E_tot belongs to which entry?
  C20H40Cl12O2


- Which formula does entry 1 have?
  C20H40Cl12O2


- Which of these has the highest E_tot?
  H20O10


Copy entry 4 word for word.
DFT (wB97M-V/def2-TZVPD) results for a structure of composition C15H8Cl3F3IrN2O6S.

Each line ends with the Mulliken charge.
Element x y z (Å)
Ir1 0.35707 0.41533 1.12129  1.009
O1 -1.89005 4.22515 0.89515  -0.429
C1 -1.34767 3.05018 1.11080  0.440
O2 -0.32037 2.66340 0.59337  -0.559
C2 -2.08691 2.20439 2.09402  0.457
C3 -3.22286 2.61699 2.77396  -0.555
C4 -3.77319 1.75309 3.70615  -0.607
C5 -3.16646 0.52721 3.93861  -0.717
C6 -2.03461 0.19284 3.21023  1.009
N1 -1.52450 1.01677 2.29403  -0.259
C7 -1.20462 -1.04893 3.39680  0.362
O3 -1.73713 -2.11713 3.95208  -0.400
O4 -0.05617 -1.04813 3.02726  -0.561
H1 -1.36875 4.73653 0.25847  0.411
H2 -3.64051 3.59327 2.57535  0.522
H3 -4.65597 2.03955 4.26084  0.463
H4 -3.56146 -0.13404 4.69882  0.296
H5 -2.67264 -2.03285 4.16816  0.303
F1 4.55102 0.47669 -1.93484  -0.230
C8 4.33347 -0.83927 -2.07495  0.501
F2 5.10303 -1.28207 -3.07930  -0.277
F3 4.71465 -1.47192 -0.96850  -0.196
C9 2.84292 -1.04851 -2.37941  1.505
C10 2.56081 -0.76862 -3.82108  -1.046
C11 1.39893 -0.39519 -4.34668  -0.445
C12 0.15189 -0.01036 -3.69032  -0.417
N2 -0.10812 0.42290 -2.52694  -0.429
C13 1.81561 -0.53040 -1.32500  0.935
S1 2.48788 -0.09307 0.34563  -0.298
H6 3.36962 -1.03758 -4.48737  0.470
H7 1.34348 -0.36415 -5.42853  0.404
H8 -0.73216 -0.01910 -4.31986  0.452
Cl1 0.68030 -4.10157 0.14327  -0.107
C14 0.23934 -2.71860 -0.88895  0.813
Cl2 -0.87139 -1.65309 0.01715  -0.183
Cl3 -0.69696 -3.38583 -2.30661  -0.119
C15 1.38205 -1.95622 -1.32948  -0.852
O5 2.41426 -2.42099 -2.08156  -0.427
O6 0.92617 0.54333 -1.59205  -0.241

Computed properties:
⟨S²⟩	6.02
energy above the lowest of the compared OMol25 structures with the same formula, charge and spin	5.0558	eV
gap between HOMO and LUMO (alpha / beta)	6.03 / 7.15	eV
HOMO energy (alpha / beta)	-10.42 / -11.66	eV
total charge	+1
E_tot	-3319.637717	hartree
largest force on an atom	1.21	eV Å⁻¹
spin multiplicity	5